(1)
ORCA calculation (ωB97M-V/def2-TZVPD) on a 12-piece molecular cluster, C32H92N4O12 overall.

```
140
Properties=species:S:1:pos:R:3
C -5.342 1.411 1.597
C -4.946 0.181 0.849
C -4.718 0.476 -0.658
O -4.267 -0.702 -1.315
C -5.233 -1.152 -2.199
N -3.792 -0.439 1.463
H -5.385 1.111 2.651
H -6.311 1.838 1.292
H -4.538 2.143 1.492
H -5.769 -0.539 0.876
H -4.020 1.298 -0.737
H -5.707 0.748 -1.132
H -4.793 -2.091 -2.590
H -5.362 -0.418 -3.026
H -6.221 -1.392 -1.799
H -3.507 -1.291 0.999
H -3.000 0.191 1.451
C -0.227 0.423 -1.831
C -0.076 -0.974 -1.245
C 1.021 -0.925 -0.121
O 0.793 0.026 0.906
C 1.823 -0.001 1.928
N -1.302 -1.477 -0.663
H -0.829 1.032 -1.119
H -0.864 0.436 -2.707
H 0.679 0.888 -2.154
H 0.186 -1.678 -2.054
H 2.022 -0.731 -0.619
H 1.153 -1.874 0.286
H 2.148 -1.075 2.122
H 1.336 0.420 2.832
H 2.670 0.566 1.532
H -2.087 -1.574 -1.306
H -1.618 -0.876 0.103
C 1.704 4.620 -2.206
C 2.594 4.199 -1.106
C 3.951 3.817 -1.630
O 3.949 2.622 -2.392
C 4.211 1.487 -1.626
N 2.748 5.315 -0.168
H 1.547 3.788 -2.959
H 2.192 5.425 -2.813
H 0.720 4.955 -1.901
H 2.206 3.358 -0.488
H 4.716 3.753 -0.862
H 4.223 4.610 -2.371
H 5.103 1.676 -1.005
H 4.167 0.596 -2.293
H 3.505 1.349 -0.842
H 3.145 6.091 -0.614
H 3.205 5.142 0.672
C -2.606 0.264 5.019
C -1.601 -0.647 4.383
C -0.803 -1.439 5.310
O 0.177 -0.623 6.047
C 0.681 -1.248 7.172
N -2.329 -1.656 3.552
H -3.340 -0.361 5.541
H -3.099 0.882 4.234
H -2.031 0.978 5.625
H -0.957 -0.025 3.724
H -0.324 -2.357 4.877
H -1.540 -1.840 6.071
H 1.517 -0.635 7.603
H 1.000 -2.256 6.966
H -0.015 -1.395 7.988
H -1.719 -1.979 2.790
H -3.179 -1.246 3.158
C 6.968 3.877 1.296
C 5.699 3.551 2.026
O 5.070 2.403 1.599
H 6.816 4.011 0.224
H 7.724 3.078 1.483
H 7.421 4.806 1.537
H 5.011 4.378 1.968
H 5.911 3.540 3.092
H 5.617 1.644 1.757
C -0.458 3.648 2.718
C -1.180 3.216 1.435
O -1.549 1.828 1.472
H 0.385 2.980 2.858
H -1.053 3.568 3.608
H -0.155 4.688 2.740
H -0.493 3.403 0.621
H -2.083 3.776 1.239
H -0.721 1.305 1.550
C -3.483 -2.477 -5.186
C -3.064 -1.058 -4.798
O -4.002 -0.116 -5.309
H -4.471 -2.668 -4.797
H -2.858 -3.215 -4.713
H -3.492 -2.484 -6.277
H -2.039 -0.858 -5.213
H -3.000 -0.978 -3.699
H -3.772 0.796 -5.187
C 3.001 -3.849 -2.046
C 3.232 -4.053 -0.569
O 2.361 -5.098 -0.094
H 2.670 -4.798 -2.534
H 3.792 -3.378 -2.607
H 2.090 -3.240 -2.208
H 2.951 -3.122 -0.002
H 4.291 -4.314 -0.363
H 2.159 -4.729 0.786
C -2.097 -5.007 -0.203
C -1.302 -5.130 1.080
O -1.033 -3.790 1.555
H -2.420 -6.008 -0.492
H -1.346 -4.589 -0.914
H -2.914 -4.303 -0.081
H -0.365 -5.679 1.021
H -1.882 -5.599 1.806
H -1.190 -3.155 0.820
C 1.995 0.415 -5.560
C 1.976 -0.779 -4.544
O 0.822 -1.554 -4.775
H 2.473 0.096 -6.485
H 2.578 1.226 -5.159
H 0.983 0.805 -5.767
H 2.014 -0.406 -3.514
H 2.880 -1.391 -4.731
H 0.929 -2.339 -4.280
C -2.740 3.844 -2.728
C -3.380 2.611 -3.302
O -3.194 2.596 -4.771
H -3.091 4.002 -1.724
H -2.977 4.774 -3.270
H -1.647 3.737 -2.647
H -4.446 2.532 -3.091
H -2.927 1.684 -2.948
H -3.907 3.114 -5.131
C 3.548 -3.409 3.771
C 2.120 -3.876 3.547
O 1.801 -3.699 2.211
H 3.595 -2.350 3.690
H 4.171 -3.825 2.983
H 3.848 -3.729 4.773
H 1.386 -3.381 4.092
H 1.980 -4.920 3.717
H 0.829 -3.774 2.084
```

Summary:
- electronic energy (Ha) = -2396.118981
- LUMO energy (Ha) = 0.0152
- maximum force (Eh/bohr) = 0.0699
- HOMO (eV) = -8.47
- energy relative to the best compared isomer or geometry (same formula, charge and spin) (kJ/mol) = 81.8
- multiplicity = 1
- total charge = 0

---

(2)
ORCA calculation (ωB97M-V/def2-TZVPD) on a 11-piece molecular cluster, C32H93N7O11 overall.

```
143
Properties=species:S:1:pos:R:3
C -0.415 3.973 -0.302
C -1.300 5.053 0.446
C -1.377 6.315 -0.325
O -2.005 6.144 -1.542
C -2.149 7.342 -2.266
N -2.599 4.424 0.861
H -0.018 3.202 0.400
H 0.458 4.481 -0.736
H -0.976 3.528 -1.155
H -0.743 5.241 1.372
H -0.383 6.765 -0.420
H -1.995 6.950 0.385
H -2.860 8.054 -1.820
H -2.499 7.068 -3.289
H -1.240 7.844 -2.465
H -2.981 4.225 -0.080
H -3.196 5.187 1.265
C 4.071 2.873 -1.183
C 3.806 3.755 -2.411
C 4.108 2.908 -3.614
O 3.575 3.518 -4.746
C 4.263 3.168 -5.965
N 2.364 4.131 -2.359
H 3.214 2.205 -0.933
H 4.275 3.474 -0.295
H 4.900 2.190 -1.390
H 4.417 4.676 -2.429
H 3.656 1.842 -3.535
H 5.165 2.678 -3.724
H 5.318 3.395 -5.870
H 3.704 3.736 -6.742
H 4.083 2.115 -6.237
H 2.005 4.617 -3.163
H 1.833 3.270 -2.261
C -4.641 1.158 1.197
C -3.501 0.486 1.876
C -3.413 -1.007 1.711
O -4.603 -1.486 2.270
C -4.744 -2.892 2.338
N -2.243 1.122 1.575
H -4.755 2.153 1.585
H -5.561 0.613 1.314
H -4.423 1.202 0.132
H -3.663 0.673 2.922
H -2.505 -1.314 2.268
H -3.412 -1.277 0.670
H -3.912 -3.354 2.908
H -4.742 -3.374 1.359
H -5.712 -3.086 2.881
H -2.348 2.145 1.752
H -1.554 0.793 2.227
C 4.264 -5.655 0.223
C 2.804 -5.255 0.444
C 2.345 -4.197 -0.572
O 3.249 -3.055 -0.409
C 3.119 -2.034 -1.327
N 1.998 -6.439 0.078
H 4.601 -6.373 0.927
H 4.954 -4.824 0.340
H 4.454 -5.979 -0.779
H 2.723 -4.971 1.565
H 1.287 -3.925 -0.481
H 2.556 -4.606 -1.581
H 2.198 -1.460 -1.275
H 3.177 -2.522 -2.363
H 4.003 -1.375 -1.277
H 1.025 -6.250 0.203
H 2.280 -7.221 0.620
C -1.829 -6.752 -1.767
C -2.817 -6.673 -0.661
C -2.684 -5.398 0.170
O -1.357 -5.207 0.614
C -1.232 -4.040 1.407
N -4.232 -6.629 -1.166
H -0.796 -6.625 -1.398
H -2.073 -5.871 -2.340
H -1.947 -7.635 -2.272
H -2.746 -7.464 0.006
H -3.419 -5.451 0.981
H -3.044 -4.556 -0.399
H -1.243 -3.113 0.865
H -0.270 -4.133 1.938
H -2.045 -4.003 2.213
H -4.480 -5.917 -1.873
H -4.690 -7.505 -1.424
C 0.255 1.547 -4.845
C -0.096 2.027 -3.420
C -1.531 1.764 -3.121
O -2.352 2.650 -3.790
C -3.703 2.712 -3.332
N 0.810 1.513 -2.402
H -0.594 1.813 -5.476
H 0.327 0.462 -4.816
H 1.199 1.952 -5.270
H 0.080 3.136 -3.460
H -1.724 1.807 -2.065
H -1.783 0.727 -3.333
H -4.220 3.470 -3.915
H -3.652 3.083 -2.276
H -4.237 1.720 -3.369
H 1.019 0.565 -2.752
H 0.245 1.293 -1.546
C -0.407 1.269 5.378
C 0.587 0.241 4.798
C 1.460 -0.349 5.933
O 0.693 -1.044 6.812
C 1.442 -1.709 7.882
N -0.090 -0.721 3.915
H 0.082 2.036 5.907
H -1.141 0.755 6.051
H -0.923 1.568 4.544
H 1.209 0.874 4.136
H 1.965 0.545 6.432
H 2.237 -1.010 5.507
H 0.779 -2.420 8.364
H 1.657 -1.004 8.653
H 2.309 -2.107 7.413
H -0.580 -1.367 4.559
H 0.491 -1.350 3.422
C 3.247 -2.497 2.802
O 1.861 -2.414 2.406
H 3.917 -1.770 2.357
H 3.342 -2.424 3.875
H 3.648 -3.506 2.492
H 1.994 -2.840 1.552
C -0.970 -2.339 -3.161
O -1.760 -2.028 -1.959
H -1.083 -1.553 -3.872
H 0.040 -2.760 -2.931
H -1.584 -3.162 -3.565
H -1.375 -1.237 -1.554
C 0.307 -0.566 0.471
O -0.641 0.028 -0.349
H 1.107 0.063 0.848
H -0.128 -0.967 1.397
H 0.846 -1.416 0.005
H -1.253 0.533 0.203
C 2.348 5.788 1.159
O 2.011 6.294 -0.080
H 1.847 6.436 1.927
H 1.893 4.772 1.330
H 3.454 5.686 1.230
H 2.235 5.643 -0.789
```

Summary:
- electronic energy (Ha) = -2485.690519
- LUMO energy (Ha) = 0.0217
- maximum force (Eh/bohr) = 0.0698
- HOMO (eV) = -8.98
- energy relative to the best compared isomer or geometry (same formula, charge and spin) (kJ/mol) = 247.1
- multiplicity = 1
- total charge = 0

---

(3)
ORCA calculation (ωB97M-V/def2-TZVPD) on a 14-piece molecular cluster, C32H98N22O14 overall.

```
166
Properties=species:S:1:pos:R:3
C 2.160 0.005 2.978
O 3.222 0.553 2.870
N 1.224 0.375 3.847
N 1.918 -1.133 2.501
H 1.358 1.243 4.344
H 0.335 -0.092 3.738
H 2.777 -1.551 2.173
H 1.121 -1.599 2.912
C 2.280 5.911 -2.463
O 1.130 6.260 -2.379
N 3.044 6.380 -3.356
N 2.989 5.263 -1.610
H 3.924 5.939 -3.581
H 2.760 6.981 -4.116
H 2.550 5.010 -0.736
H 3.970 5.496 -1.670
C -4.915 1.551 -1.029
O -4.594 1.145 -2.147
N -5.791 1.066 -0.235
N -4.639 2.732 -0.554
H -6.091 1.752 0.443
H -6.463 0.362 -0.506
H -4.725 2.853 0.445
H -4.030 3.249 -1.172
C 3.134 2.722 -4.695
O 3.535 3.313 -5.701
N 3.834 1.773 -4.176
N 2.147 3.034 -4.015
H 3.549 1.502 -3.245
H 4.705 1.443 -4.566
H 1.636 3.885 -4.202
H 1.826 2.459 -3.249
C 1.021 6.338 1.536
O 1.417 5.210 1.036
N 0.428 7.274 0.810
N 1.090 6.800 2.720
H 0.411 7.031 -0.170
H 0.088 8.135 1.213
H 0.863 7.773 2.864
H 1.607 6.312 3.438
C 3.844 2.033 -0.141
O 4.357 2.570 -1.048
N 3.936 0.706 0.090
N 3.151 2.652 0.829
H 4.188 0.263 -0.782
H 3.523 0.260 0.897
H 2.819 2.075 1.589
H 3.120 3.662 0.832
C -0.274 -4.873 -1.413
O 0.924 -4.929 -1.371
N -1.013 -5.952 -1.377
N -1.001 -3.783 -1.522
H -2.006 -5.781 -1.317
H -0.632 -6.887 -1.349
H -0.413 -2.976 -1.671
H -1.951 -3.858 -1.857
C -0.096 2.038 6.582
O 0.212 0.938 6.910
N 0.094 3.168 7.291
N -0.615 2.356 5.424
H -0.169 4.032 6.838
H 0.198 3.224 8.294
H -0.890 3.309 5.235
H -0.969 1.601 4.855
C -0.316 2.301 1.117
C -0.059 1.436 -0.100
C -1.382 0.808 -0.631
O -1.874 -0.246 0.248
C -1.054 -1.436 0.406
N 0.547 2.250 -1.114
H 0.606 2.473 1.672
H -0.921 1.796 1.871
H -0.924 3.183 0.913
H 0.611 0.601 0.101
H -1.209 0.471 -1.653
H -2.127 1.596 -0.521
H -0.423 -1.269 1.279
H -0.539 -1.775 -0.493
H -1.645 -2.294 0.727
H 0.313 3.223 -0.980
H 1.492 2.195 -0.760
C 4.884 -2.663 3.501
C 5.523 -3.055 2.146
C 4.774 -2.532 0.896
O 3.491 -2.867 1.003
C 2.740 -2.764 -0.205
N 6.929 -2.667 2.179
H 4.907 -1.614 3.798
H 5.479 -3.171 4.260
H 3.890 -3.105 3.430
H 5.518 -4.145 2.137
H 5.252 -2.979 0.025
H 4.928 -1.460 0.774
H 2.724 -1.770 -0.652
H 1.658 -2.835 -0.096
H 2.953 -3.578 -0.898
H 7.530 -3.213 2.779
H 7.465 -2.596 1.326
C -2.341 -1.561 6.221
C -1.352 -1.530 5.011
C -1.025 -2.913 4.474
O 0.001 -3.045 3.502
C 0.597 -4.301 3.249
N -1.940 -0.780 3.920
H -1.953 -2.398 6.801
H -3.410 -1.682 6.041
H -2.217 -0.657 6.818
H -0.387 -1.132 5.325
H -1.852 -3.509 4.087
H -0.664 -3.451 5.351
H 1.667 -4.167 3.087
H 0.084 -4.903 2.499
H 0.669 -4.937 4.130
H -2.920 -0.950 3.748
H -1.505 -1.090 3.063
C -2.729 -5.445 1.778
C -3.742 -5.907 2.787
C -3.194 -6.162 4.243
O -2.055 -6.945 4.198
C -2.076 -8.207 3.579
N -4.823 -4.976 2.934
H -1.977 -6.219 1.622
H -2.376 -4.505 2.202
H -3.118 -5.218 0.785
H -4.134 -6.792 2.287
H -3.991 -6.739 4.711
H -3.079 -5.207 4.756
H -3.027 -8.611 3.232
H -1.636 -8.841 4.349
H -1.414 -8.175 2.713
H -5.588 -5.408 3.433
H -4.484 -4.277 3.579
C -2.648 2.785 -5.140
C -2.717 3.746 -3.872
C -4.048 4.522 -3.802
O -4.306 5.063 -5.062
C -3.385 6.025 -5.420
N -2.531 2.989 -2.652
H -2.796 3.404 -6.025
H -3.497 2.103 -5.081
H -1.746 2.174 -5.117
H -1.848 4.390 -4.010
H -4.085 5.292 -3.032
H -4.813 3.874 -3.376
H -2.911 6.643 -4.657
H -3.784 6.812 -6.060
H -2.549 5.477 -5.857
H -3.148 2.190 -2.641
H -1.602 2.602 -2.565
C 1.131 -2.322 -7.419
C -0.138 -1.406 -7.318
C -0.607 -1.049 -5.937
O 0.555 -0.826 -5.172
C 0.290 -0.178 -3.936
N 0.277 -0.316 -8.112
H 1.112 -3.284 -6.907
H 2.013 -1.808 -7.038
H 1.399 -2.585 -8.443
H -0.888 -2.047 -7.783
H -1.083 -1.829 -5.343
H -1.233 -0.159 -6.001
H -0.390 0.672 -3.998
H 1.217 0.279 -3.589
H 0.035 -0.925 -3.184
H 0.759 -0.623 -8.944
H 1.072 0.061 -7.617
```

Summary:
- electronic energy (Ha) = -3535.967889
- LUMO energy (Ha) = -0.0007
- maximum force (Eh/bohr) = 0.1680
- HOMO (eV) = -8.54
- energy relative to the best compared isomer or geometry (same formula, charge and spin) (kJ/mol) = 768.8
- multiplicity = 1
- total charge = 0

---

Question: The lowest maximum force belongs to which entry?
Answer: C32H93N7O11